Record 1
The following is a DFT calculation (ωB97M-V/def2-TZVPD) of a single C5H10O2 molecule.

DFT total energy = -346.92287 Eh
multiplicity = 1
total charge = 0
LUMO energy = 0.94 eV
relative energy (zero: lowest compared OMol25 entry of this formula, charge and spin) = 64.4 kcal per mole
highest occupied orbital energy = -9.84 eV
frontier orbital gap = 10.78 eV

Atoms and positions in Å:
C 1.9897 -1.2002 0.4960
O 1.4507 0.1001 0.5809
C 0.7901 0.5136 -0.5999
C -0.6552 0.0451 -0.7124
C -1.3081 -0.4634 0.5520
C -1.8105 0.7863 -0.0752
O -1.6391 1.9758 0.6309
H 1.3799 -1.8188 -0.1699
H 1.9845 -1.6461 1.4960
H 3.0256 -1.2025 0.1175
H 0.8534 1.6052 -0.5920
H 1.3272 0.1582 -1.4917
H -0.9000 -0.4721 -1.6422
H -1.9135 -1.3590 0.5113
H -0.7054 -0.3361 1.4521
H -2.7500 0.7487 -0.6270
H -1.1192 2.5651 0.0738



Record 2
The following is a DFT calculation (ωB97M-V/def2-TZVPD) of a single C4H8O2 molecule.

DFT total energy = -307.69442 Eh
multiplicity = 1
total charge = 0
LUMO energy = 1.01 eV
relative energy (zero: lowest compared OMol25 entry of this formula, charge and spin) = 11.3 kcal per mole
highest occupied orbital energy = -10.67 eV
frontier orbital gap = 11.68 eV

Atoms and positions in Å:
C -0.3069 1.6393 0.2116
C -0.0910 0.1970 -0.2076
C -1.2679 -0.7042 0.1604
O 1.0908 -0.2778 0.4916
C 1.9126 -1.0865 -0.1818
O 1.7941 -1.4352 -1.3289
H -1.1622 2.0555 -0.3333
H -0.5121 1.7003 1.2856
H 0.5709 2.2502 -0.0149
H 0.1285 0.1400 -1.2762
H -1.0985 -1.1489 1.1454
H -1.4042 -1.5089 -0.5643
H -2.1932 -0.1243 0.2111
H 2.7412 -1.3888 0.4790



Record 3
The following is a DFT calculation (ωB97M-V/def2-TZVPD) of a single C18H21N5O3S molecule at a distorted geometry.

DFT total energy = -1596.14097 Eh
multiplicity = 1
total charge = 0
LUMO energy = 0.54 eV
relative energy (zero: lowest compared OMol25 entry of this formula, charge and spin) = 75.2 kcal per mole
highest occupied orbital energy = -8.04 eV
frontier orbital gap = 8.58 eV

Atoms and positions in Å:
O 1.1502 0.1656 -3.4067
O 2.4792 0.6105 -1.5041
N -1.8149 2.7029 -2.1203
N 1.8992 0.6778 2.2537
O 3.8117 1.3493 3.3642
C -1.0392 1.7225 -1.9121
C 2.4566 1.3779 3.2276
C 0.5673 0.5602 2.1703
C 1.7401 2.0655 4.1903
C -0.2308 1.2356 3.1362
C 0.3471 2.0604 4.1108
C -3.0635 -4.3312 -1.7777
C -2.9510 -3.3733 -2.8226
C -2.5912 -4.0380 -0.4895
C -2.3925 -2.1493 -2.5527
C -2.0308 -2.7909 -0.2176
C -1.9975 -1.8069 -1.2268
N -0.0179 -0.2642 1.1509
N -1.6809 0.5513 -1.8248
N 0.2547 1.9218 -1.6846
C 4.6026 0.6106 2.4126
C 0.9344 3.1299 -2.2106
C -1.3985 -0.0184 0.5913
C 0.8357 -1.0490 0.2411
C -1.2896 -0.4933 -0.8925
C 0.1961 -0.8460 -1.0833
S 1.0788 0.4577 -1.9578
H -1.3695 3.5922 -2.1463
H 2.2666 2.6136 4.9556
H -1.3099 1.1223 3.0135
H -0.2084 2.5476 4.8690
H -3.4798 -5.3052 -1.9569
H -3.3224 -3.5945 -3.8330
H -2.6435 -4.7909 0.3000
H -2.2612 -1.4403 -3.3629
H -1.6425 -2.6579 0.7776
H -2.6623 0.6493 -2.0457
H 4.4104 -0.4512 2.5379
H 4.3374 0.8269 1.3769
H 5.6406 0.7671 2.5625
H 2.0186 3.0699 -2.1451
H 0.6650 3.2218 -3.2490
H 0.6047 3.9998 -1.6390
H -1.7122 1.0447 0.5915
H -2.1916 -0.6033 1.1125
H 0.7617 -2.1172 0.5089
H 1.9026 -0.7783 0.2785
H 0.3402 -1.7555 -1.6719



Record 4
The following is a DFT calculation (ωB97M-V/def2-TZVPD) of a single C5H10O2 molecule at a distorted geometry.

DFT total energy = -346.94134 Eh
multiplicity = 1
total charge = 0
LUMO energy = 1.07 eV
relative energy (zero: lowest compared OMol25 entry of this formula, charge and spin) = 52.8 kcal per mole
highest occupied orbital energy = -9.89 eV
frontier orbital gap = 10.95 eV

Atoms and positions in Å:
C 0.5216 1.3726 -1.7797
C 0.1245 0.0271 -1.1182
O 1.4138 -0.4998 -0.8198
C -0.7084 0.0320 0.1550
C -0.7862 -1.2850 0.9465
C -0.1335 -0.4791 2.0737
O 0.0382 0.6705 1.2199
H 1.3608 1.3228 -2.4929
H -0.3548 1.6923 -2.3202
H 0.7813 2.1462 -1.0545
H -0.3496 -0.6617 -1.8393
H 1.6756 -0.0143 -0.0189
H -1.6787 0.5170 0.0007
H -1.7875 -1.6717 1.1407
H -0.1537 -2.0709 0.5311
H 0.8255 -0.8493 2.4532
H -0.7889 -0.2488 2.9226



Record 5
The following is a DFT calculation (ωB97M-V/def2-TZVPD) of 2 unconnected molecules or ions with the total composition C4H9O at a distorted geometry.

DFT total energy = -232.96192 Eh
multiplicity = 1
total charge = -1
LUMO energy = 4.08 eV
relative energy (zero: lowest compared OMol25 entry of this formula, charge and spin) = 35.8 kcal per mole
highest occupied orbital energy = -2.06 eV
frontier orbital gap = 6.13 eV

Atoms and positions in Å:
C 2.0390 1.0617 0.3909
O 1.9254 1.0280 -0.9265
H 1.3757 0.3384 1.0471
H 1.6392 2.0642 0.9657
H 3.0937 0.6590 0.7022
C -1.5708 0.2434 0.8086
C -1.2310 -0.6290 -0.4095
C -1.4139 -1.9324 -0.2932
H -2.1263 1.1199 0.4573
H -0.7158 0.7165 1.2020
H -2.1155 -0.2793 1.5948
H -0.5765 -0.2559 -1.1845
H -1.1490 -2.6882 -1.0143
H -1.7684 -2.3608 0.6612



Record 6
The following is a DFT calculation (ωB97M-V/def2-TZVPD) of a molecular structure, C15H16AsBiF6N2O2PS.

DFT total energy = -4629.90062 Eh
multiplicity = 2
total charge = +2
LUMO energy (alpha / beta) = -7.22 / -8.16 eV
relative energy (zero: lowest compared OMol25 entry of this formula, charge and spin) = 1.0 kcal per mole
highest occupied orbital energy (alpha / beta) = -14.14 / -15.03 eV
frontier orbital gap (alpha / beta) = 6.92 / 6.87 eV

Atoms and positions in Å:
Bi -0.2332 2.7471 0.9916
O -0.7638 -0.2015 -0.7710
C 0.3611 0.1983 -0.6056
O 0.7012 1.4747 -0.3741
C 1.5561 -0.7407 -0.5514
P 3.1255 0.0078 -1.0739
C 4.5116 -0.8467 -0.4114
C 5.5671 -1.2622 -1.2386
C 6.6369 -1.9372 -0.6835
C 6.6682 -2.1878 0.6839
C 5.6313 -1.7632 1.5107
C 4.5577 -1.0852 0.9730
C 3.1581 0.3006 -2.8097
C 2.1005 -0.1089 -3.6323
C 2.1474 0.1670 -4.9868
C 3.2297 0.8586 -5.5187
C 4.2710 1.2862 -4.7023
C 4.2368 1.0202 -3.3469
H 1.3528 -1.6756 -1.0754
H 1.6611 -0.9886 0.5130
H 5.5325 -1.0902 -2.3055
H 7.4437 -2.2789 -1.3168
H 7.5083 -2.7187 1.1111
H 5.6708 -1.9589 2.5731
H 3.7619 -0.7342 1.6208
H 1.2583 -0.6590 -3.2315
H 1.3431 -0.1623 -5.6298
H 3.2594 1.0722 -6.5788
H 5.1035 1.8330 -5.1227
H 5.0370 1.3705 -2.7060
F -0.6942 0.9612 2.0380
As 0.6002 0.8186 3.6207
F 1.6643 1.4989 2.3789
F -0.7288 0.2263 4.4683
F 1.7440 0.8531 4.8352
F 0.9593 -0.7121 2.9711
F 0.0352 2.4535 3.7992
N -3.1986 0.1619 0.5340
C -3.5180 1.3480 0.9769
N -4.5172 1.5341 1.8211
S -2.7420 2.8100 0.3720
H -3.6709 -0.6627 0.8787
H -2.4090 0.0258 -0.0999
H -5.1127 0.7763 2.1241
H -4.7338 2.4618 2.1498



Record 7
The following is a DFT calculation (ωB97M-V/def2-TZVPD) of 6 unconnected molecules or ions with the total composition C15H35ClN5O5 at a distorted geometry.

DFT total energy = -1702.95462 Eh
multiplicity = 1
total charge = -1
LUMO energy = 2.71 eV
relative energy (zero: lowest compared OMol25 entry of this formula, charge and spin) = 13.8 kcal per mole
highest occupied orbital energy = -6.95 eV
frontier orbital gap = 9.66 eV

Atoms and positions in Å:
Cl -0.2832 -0.0298 0.3824
C 3.2830 -0.5501 -0.8729
C 3.8645 -0.0252 0.4300
O 5.0565 -0.1344 0.6909
N 2.9874 0.5996 1.2397
C 3.3848 1.2870 2.4729
H 4.1071 -0.7223 -1.5569
H 2.5533 0.1574 -1.2691
H 2.7009 -1.4571 -0.6995
H 2.0440 0.2179 1.1690
H 4.3527 1.7309 2.2761
H 3.4742 0.5194 3.2460
H 2.5660 1.9392 2.7519
C -0.0554 -4.5088 0.0869
C 0.7088 -4.1634 -1.1684
O 1.5317 -4.9398 -1.6399
N 0.4672 -2.9557 -1.7072
C 1.0745 -2.4887 -2.9277
H -0.1224 -3.7302 0.8457
H 0.4241 -5.3559 0.5770
H -1.0365 -4.8798 -0.2224
H -0.1656 -2.3769 -1.1737
H 0.7144 -3.0309 -3.8017
H 2.1550 -2.6204 -2.8670
H 0.8807 -1.4243 -3.0416
C -0.3730 1.9898 3.9317
C -1.3120 2.9802 3.2833
O -1.9881 3.7553 3.9400
N -1.3901 2.8558 1.9436
C -2.2349 3.6160 1.0541
H 0.6353 2.4031 3.9933
H -0.3659 1.0108 3.4571
H -0.7069 1.8819 4.9643
H -0.7573 2.1843 1.5263
H -2.8039 2.9627 0.3968
H -1.6507 4.3301 0.4723
H -2.9259 4.2041 1.6583
C -3.3511 -3.3725 1.2820
C -3.5584 -3.0981 -0.1966
O -4.4032 -3.7251 -0.8300
N -2.7739 -2.1630 -0.7557
C -2.8624 -1.6838 -2.1093
H -4.2412 -3.0826 1.8251
H -2.4357 -2.9114 1.6596
H -3.1021 -4.4360 1.3123
H -2.0169 -1.7671 -0.2153
H -3.5499 -0.8428 -2.2310
H -3.1996 -2.4918 -2.7611
H -1.8840 -1.3521 -2.4550
C -0.5142 2.0039 -2.7672
C 0.5243 2.9701 -2.2342
O 1.2386 3.6113 -2.9868
N 0.5701 3.0837 -0.8779
C 1.5532 3.9171 -0.2190
H 0.0270 1.3253 -3.4276
H -1.2158 2.5806 -3.3714
H -1.0673 1.4366 -2.0221
H 0.2245 2.2656 -0.3901
H 2.5065 3.4269 -0.0295
H 1.1279 4.2274 0.7423
H 1.6089 4.8461 -0.7832



Record 8
The following is a DFT calculation (ωB97M-V/def2-TZVPD) of a single C5H8O molecule.

DFT total energy = -270.50956 Eh
multiplicity = 1
total charge = 0
LUMO energy = 0.96 eV
relative energy (zero: lowest compared OMol25 entry of this formula, charge and spin) = 30.3 kcal per mole
highest occupied orbital energy = -9.82 eV
frontier orbital gap = 10.79 eV

Atoms and positions in Å:
C -1.2692 -0.8908 -0.4720
C -0.5331 0.4259 -0.5657
C -0.1786 1.2226 0.6660
C 0.8966 0.5377 -0.1277
C 1.6079 -0.6529 0.4390
O 1.7044 -1.7098 -0.1382
H -1.1054 -1.3791 0.4944
H -2.3463 -0.7432 -0.5902
H -0.9381 -1.5826 -1.2529
H -0.7903 1.0165 -1.4426
H -0.4289 0.7941 1.6347
H -0.2440 2.3073 0.6387
H 1.5540 1.1669 -0.7240
H 2.0710 -0.5126 1.4403



- Which value of multiplicity does entry 6 give?
  2



- multiplicity of number 2 (C4H8O2)?
  1